Molecular formula: C22H27N3O2
Method: DFT, the ωB97M-V functional and the def2-TZVPD basis

```
54
Properties=species:S:1:pos:R:3:forces:R:3:lowdin_charge:R:1
C 3.293 0.159 -4.046 0.0 0.0 0.0 -0.049
C 2.643 -0.797 -3.092 0.0 -0.1 0.1 -0.278
C 3.288 -1.977 -2.737 0.1 0.0 0.0 -0.063
C 2.686 -2.867 -1.865 0.0 0.0 0.0 -0.084
C 1.442 -2.587 -1.332 -0.1 0.1 0.0 -0.043
C 0.792 -1.404 -1.673 0.2 0.0 -0.2 -0.221
N -0.449 -1.159 -1.076 0.2 -0.5 0.1 0.159
C -1.243 -0.069 -1.184 -0.4 -0.1 0.3 -0.393
O -1.068 0.869 -1.932 0.0 0.2 -0.2 0.081
C -2.427 -0.151 -0.193 -0.1 0.0 -0.3 -0.187
N -1.905 0.013 1.152 -0.4 0.2 -0.1 0.152
C -1.339 -0.985 1.848 0.0 0.2 0.3 -0.423
O -1.325 -2.141 1.446 0.0 -0.3 0.0 0.045
C -0.675 -0.618 3.185 0.1 -0.1 0.2 -0.246
C -0.245 0.847 3.280 -0.1 -0.1 0.0 -0.089
C 0.660 1.137 2.116 0.1 0.1 0.1 -0.195
C 0.638 2.354 1.450 0.0 0.0 0.0 -0.045
C 1.457 2.575 0.358 0.0 0.1 0.0 -0.074
C 2.308 1.572 -0.074 0.1 0.0 0.0 -0.075
C 2.329 0.355 0.580 0.0 0.0 0.1 -0.032
C 1.505 0.122 1.675 0.0 0.1 0.0 -0.155
C 1.523 -1.232 2.330 0.4 -0.3 0.0 -0.143
N 0.528 -1.403 3.387 -0.1 -0.2 0.2 -0.010
C -3.526 0.877 -0.498 0.1 -0.1 0.1 -0.365
C -4.806 0.518 0.255 0.2 0.0 -0.2 -0.067
C -3.100 2.311 -0.180 0.1 -0.2 -0.2 -0.063
C 1.394 -0.518 -2.560 0.0 0.1 -0.1 0.010
H 4.310 0.386 -3.728 0.1 0.1 0.0 0.080
H 3.348 -0.282 -5.041 0.0 0.0 -0.1 0.083
H 2.728 1.085 -4.111 0.0 0.1 0.0 0.075
H 4.263 -2.198 -3.147 0.1 0.0 0.0 0.109
H 3.190 -3.784 -1.596 0.0 -0.1 0.0 0.103
H 0.969 -3.280 -0.650 -0.1 -0.1 0.1 0.112
H -0.730 -1.856 -0.389 -0.1 0.2 -0.1 0.110
H -2.850 -1.162 -0.253 0.1 0.2 0.0 0.157
H -1.765 0.966 1.441 0.1 -0.1 0.1 0.109
H -1.376 -0.871 3.990 0.0 0.0 -0.2 0.158
H 0.311 0.958 4.214 -0.2 0.0 0.0 0.133
H -1.094 1.532 3.321 0.0 0.1 0.0 0.118
H -0.029 3.135 1.791 -0.1 0.1 0.0 0.113
H 1.426 3.522 -0.158 0.0 0.1 -0.1 0.104
H 2.947 1.732 -0.929 0.1 0.0 -0.1 0.104
H 2.983 -0.432 0.234 0.1 -0.1 -0.1 0.118
H 1.409 -1.983 1.533 0.0 0.1 0.1 0.109
H 2.507 -1.396 2.788 -0.1 0.0 -0.2 0.128
H 0.295 -2.387 3.464 0.0 0.2 0.0 0.117
H -3.713 0.813 -1.575 0.1 0.0 0.1 0.144
H -5.583 1.249 0.046 -0.1 0.1 0.0 0.078
H -5.169 -0.463 -0.043 -0.1 -0.1 0.0 0.078
H -4.624 0.505 1.328 0.0 0.0 0.1 0.077
H -3.816 3.005 -0.612 -0.1 0.1 0.0 0.084
H -3.076 2.491 0.894 0.0 0.1 0.2 0.075
H -2.124 2.518 -0.609 0.1 0.1 0.0 0.069
H 0.884 0.393 -2.823 0.0 0.1 0.0 0.105
```
Forces are in eV/Å.

Its total charge is 0. As for the highest occupied orbital energy: -8.29 eV. The frontier orbital gap is 0.33157 hartree. Its total energy is -31819.6735 eV. The multiplicity is 1. The value obtained for the energy above the lowest of the compared OMol25 structures with the same formula, charge and spin is 5.54 kJ/mol. As for the structure (SMILES): Cc1cccc(NC(=O)[C@@H](NC(=O)[C@@H]2Cc3ccccc3CN2)C(C)C)c1.



Molecular formula: C22H27N3O3
Method: DFT, the ωB97M-V functional and the def2-TZVPD basis

```
55
Properties=species:S:1:pos:R:3:forces:R:3:lowdin_charge:R:1
C -7.499 -2.805 0.071 -0.1 -0.4 -0.1 -0.052
O -6.505 -1.800 0.184 0.2 0.3 0.1 -0.048
C -5.251 -2.184 -0.114 -0.1 -0.3 -0.1 -0.461
O -4.976 -3.310 -0.457 -0.1 0.1 0.0 0.104
C -4.271 -1.089 0.025 0.1 0.2 0.0 -0.136
C -4.637 0.194 0.427 0.1 -0.4 -0.1 0.000
C -3.690 1.191 0.544 0.0 0.3 0.1 0.008
C -2.351 0.922 0.257 -0.5 -0.2 0.0 -0.204
N -1.345 1.870 0.362 0.2 -0.2 -0.1 0.139
C -1.440 3.192 0.669 0.4 0.2 0.1 -0.461
O -2.464 3.786 0.924 -0.3 0.2 0.1 0.072
C -0.077 3.876 0.698 0.0 0.1 -0.1 -0.075
C 0.814 3.553 -0.506 0.0 0.1 0.1 -0.180
N 1.226 2.153 -0.538 0.3 0.0 -0.1 -0.217
C 1.605 1.714 -1.873 -0.1 -0.3 -0.2 -0.163
C 1.898 0.217 -1.867 0.0 0.2 -0.2 -0.174
N 2.972 -0.067 -0.939 -0.1 -0.1 0.0 -0.172
C 3.382 -1.460 -0.965 0.0 0.0 -0.1 -0.157
C 4.661 -1.658 -0.197 0.0 -0.1 0.0 -0.233
C 4.800 -2.690 0.720 -0.1 0.0 -0.1 -0.045
C 5.988 -2.862 1.409 0.1 -0.1 0.1 -0.086
C 7.048 -1.999 1.192 0.1 -0.1 0.1 -0.095
C 6.915 -0.963 0.281 0.1 0.1 0.0 -0.082
C 5.730 -0.796 -0.411 0.0 0.0 0.0 -0.044
C 2.589 0.362 0.391 0.1 0.3 0.1 -0.162
C 2.313 1.860 0.383 0.0 -0.2 0.2 -0.157
C -1.985 -0.367 -0.143 0.0 0.1 0.0 -0.010
C -2.932 -1.358 -0.259 -0.3 0.0 0.0 -0.008
H -7.282 -3.633 0.749 -0.1 0.1 -0.1 0.097
H -7.535 -3.191 -0.951 0.0 0.0 0.1 0.097
H -8.442 -2.332 0.335 0.1 0.0 0.0 0.092
H -5.671 0.405 0.648 -0.1 0.0 0.0 0.118
H -3.974 2.183 0.853 0.0 0.0 0.0 0.100
H -0.402 1.575 0.077 -0.2 0.1 0.0 0.106
H -0.251 4.952 0.737 0.0 -0.1 0.0 0.123
H 0.419 3.587 1.627 0.0 0.1 0.0 0.114
H 0.249 3.759 -1.419 0.1 0.0 0.0 0.128
H 1.689 4.222 -0.496 -0.1 -0.1 -0.1 0.127
H 0.778 1.917 -2.558 0.0 0.0 0.0 0.126
H 2.499 2.251 -2.228 0.0 0.0 0.0 0.131
H 2.206 -0.091 -2.869 0.0 0.0 0.0 0.125
H 0.976 -0.334 -1.606 0.0 0.0 0.0 0.114
H 3.552 -1.734 -2.012 -0.1 0.0 0.1 0.131
H 2.595 -2.126 -0.567 0.1 0.0 -0.1 0.127
H 3.974 -3.365 0.896 -0.1 0.0 0.0 0.109
H 6.085 -3.671 2.119 0.0 -0.1 0.1 0.101
H 7.974 -2.131 1.731 0.1 0.0 0.0 0.100
H 7.739 -0.286 0.110 0.1 0.1 0.0 0.101
H 5.615 0.010 -1.120 0.0 0.1 -0.1 0.113
H 3.409 0.144 1.078 -0.1 0.0 0.0 0.126
H 1.687 -0.174 0.744 0.1 0.0 0.0 0.130
H 2.032 2.180 1.388 0.0 0.0 0.0 0.119
H 3.233 2.392 0.090 0.0 0.0 0.0 0.132
H -0.948 -0.577 -0.361 0.1 0.0 0.0 0.090
H -2.660 -2.356 -0.568 0.0 -0.1 0.0 0.120
```
Forces are in eV/Å.

Its total charge is 0. As for the highest occupied orbital energy: -8.46 eV. The frontier orbital gap is 0.33471 hartree. Its total energy is -33866.1118 eV. The multiplicity is 1. The value obtained for the energy above the lowest of the compared OMol25 structures with the same formula, charge and spin is 206.42 kJ/mol. As for the structure (SMILES): COC(=O)c1ccc(NC(=O)CCN2CCN(Cc3ccccc3)CC2)cc1.



Molecular formula: C22H27N3O4
Method: DFT, the ωB97M-V functional and the def2-TZVPD basis

```
56
Properties=species:S:1:pos:R:3:forces:R:3:lowdin_charge:R:1
C 7.234 1.043 1.011 -1.4 -0.1 0.9 -0.084
C 6.784 0.621 -0.435 -3.6 1.1 1.9 -0.094
H 7.299 -0.180 -0.816 1.4 -2.1 -0.5 0.073
H 6.793 1.403 -1.188 0.0 0.3 0.3 0.109
O 5.255 0.198 -0.519 2.2 0.5 1.0 -0.051
C 4.795 -0.924 0.105 3.6 -0.4 -1.2 -0.450
O 5.534 -1.845 0.512 -1.8 2.5 -0.5 0.061
C 3.351 -0.961 -0.018 -2.2 -4.5 1.8 -0.071
C 2.478 0.108 -0.296 8.4 0.8 -0.6 0.065
C 1.192 -0.142 -0.148 0.6 5.9 -1.9 -0.416
C 0.575 -1.138 0.250 -2.8 -14.2 3.7 -0.049
C 1.373 -2.293 0.429 4.1 -4.4 1.1 -0.007
C 2.870 -2.401 0.357 -8.8 11.9 -3.8 0.112
H 3.549 -2.936 0.737 4.6 -5.1 2.5 0.007
H 1.047 -3.359 0.685 -0.8 1.9 -0.2 0.115
H -0.507 -1.501 0.409 1.5 2.1 -0.5 0.138
N 0.282 0.755 -0.392 -2.9 12.0 -2.9 0.143
C 0.441 2.164 -0.674 6.6 2.7 -1.3 -0.172
O 1.664 2.862 -0.889 -7.2 -4.4 1.6 -0.126
C -0.855 3.010 -0.944 0.6 -0.9 -4.7 -0.179
N -1.991 2.373 -0.447 0.1 -0.8 6.6 -0.162
C -3.350 2.724 -0.821 5.6 -14.8 -4.2 -0.171
C -4.320 2.014 -0.089 3.1 -9.9 -4.2 -0.120
N -3.805 1.084 1.031 -1.5 0.1 -6.7 -0.071
C -3.327 -0.083 0.271 1.4 0.7 18.0 -0.212
C -2.983 -1.154 1.524 -0.6 -3.1 -1.5 0.102
C -2.691 -2.657 1.248 -0.8 9.2 6.4 0.032
C -2.552 -2.749 -0.103 4.0 -14.6 7.7 -0.431
C -2.945 -2.049 -0.981 -1.7 4.9 -14.4 -0.101
C -3.189 -0.744 -0.729 -1.8 3.3 -12.6 -0.164
H -3.407 0.072 -1.675 0.6 -2.6 1.5 0.179
H -2.830 -2.334 -2.254 -0.4 0.6 4.3 0.218
O -2.173 -4.170 -0.220 -0.6 -0.5 -2.3 -0.181
C -2.052 -4.815 -1.573 0.6 8.0 -0.8 -0.047
H -1.743 -5.790 -1.444 0.8 -1.8 0.2 0.035
H -1.216 -3.920 -2.047 -1.8 -3.5 0.6 0.154
H -2.938 -4.648 -2.292 0.9 -0.6 1.6 0.086
H -2.503 -3.156 2.309 -0.2 0.1 -3.4 0.165
H -3.190 -0.833 2.582 0.3 -0.4 -1.2 0.084
C -3.055 1.919 1.890 8.7 -8.4 -1.8 -0.172
C -1.903 2.676 1.207 -16.8 4.5 -6.8 0.018
H -2.454 3.872 1.404 2.6 -2.7 -1.0 0.199
H -1.072 2.633 1.485 12.7 -0.9 4.5 -0.033
H -2.413 0.960 2.437 -1.9 3.1 0.0 0.175
H -3.712 2.423 2.376 -3.5 3.3 3.7 0.054
H -4.823 1.254 -0.795 -0.1 1.7 1.2 0.155
H -4.841 2.526 0.433 -7.6 6.9 5.5 0.026
H -3.327 3.561 -0.992 -1.1 16.3 -2.2 -0.022
H -3.168 2.335 -2.103 -1.3 0.8 3.1 0.203
H -0.808 4.097 -0.792 0.7 -0.3 0.4 0.126
H -0.968 2.916 -2.187 0.5 0.3 2.8 0.187
H -0.715 0.713 -0.442 -0.9 -1.6 0.4 0.109
H 3.130 1.099 -0.580 -2.8 -2.4 0.7 0.188
H 8.302 1.212 0.929 0.2 0.5 0.0 0.048
H 7.197 0.154 1.749 -0.4 1.4 -1.3 0.091
H 6.683 2.002 1.514 1.3 -2.4 -1.6 0.126
```
Forces are in eV/Å.

Its total charge is 0. As for the highest occupied orbital energy: -8.32 eV. The frontier orbital gap is 0.31797 hartree. Its total energy is -35888.9766 eV. The multiplicity is 1. The value obtained for the energy above the lowest of the compared OMol25 structures with the same formula, charge and spin is 2577.51 kJ/mol.



What is the multiplicity in the second record?
1